(1)
The following is a DFT calculation (ωB97M-V/def2-TZVPD) of the ion C5H8N with charge +1.

Its total energy is -6793.7287 eV. Its HOMO energy is -15.90 eV. The value obtained for the energy relative to the best compared isomer or geometry (same formula, charge and spin) is 100.5 kcal per mole. The value obtained for the HOMO-LUMO gap is 9.905 eV.

The geometry in ORCA input format:
```
! wB97M-V def2-TZVPD RIJCOSX def2/J DEFGRID3
* xyz 1 1
C 2.002 -0.476 0.927
C 1.060 0.544 0.346
C -0.268 0.180 -0.158
C -1.478 0.999 0.044
C -0.398 -1.107 -0.898
N 2.564 0.174 0.046
H 2.024 -1.127 1.720
H 1.007 1.410 0.890
H -1.235 1.825 0.667
H -2.238 0.327 0.348
H -1.659 1.231 -1.051
H 0.409 -1.099 -1.585
H -1.509 -1.051 -1.222
H -0.282 -1.830 -0.076
*
```

---

(2)
The following is a DFT calculation (ωB97M-V/def2-TZVPD) of the ion C5H8N with charge +1.

As for the SMILES: C=CC1=C[N@H+]1C. Its total energy is -6793.4818 eV. Its HOMO energy is -14.89 eV. The value obtained for the energy relative to the best compared isomer or geometry (same formula, charge and spin) is 106.2 kcal per mole. The value obtained for the HOMO-LUMO gap is 10.800 eV.

The geometry in ORCA input format:
```
! wB97M-V def2-TZVPD RIJCOSX def2/J DEFGRID3
* xyz 1 1
C 1.231 -0.341 1.811
C 1.536 0.581 0.927
C 0.547 0.857 -0.324
C 0.240 0.852 -1.551
N -0.905 0.528 -0.615
C -1.373 -0.836 -0.702
H 1.853 -0.522 2.625
H 0.364 -1.082 1.873
H 2.420 1.137 0.980
H 0.116 0.973 -2.697
H -1.581 1.118 -0.221
H -1.939 -1.001 0.226
H -2.009 -0.885 -1.519
H -0.500 -1.378 -0.811
*
```

---

(3)
The following is a DFT calculation (ωB97M-V/def2-TZVPD) of a cluster of 2 separate species, C5H8N in total.

Its total energy is -6790.8243 eV. Its HOMO energy (alpha / beta) is -12.34 / -13.29 eV. The value obtained for the energy relative to the best compared isomer or geometry (same formula, charge and spin) is 167.5 kcal per mole. The value obtained for the HOMO-LUMO gap (alpha / beta) is 4.804 / 7.094 eV.

The geometry in ORCA input format:
```
! wB97M-V def2-TZVPD RIJCOSX def2/J DEFGRID3
* xyz 1 1
C 0.950 1.048 0.357
C 0.094 1.896 0.293
C -2.524 0.257 0.601
C -2.722 -0.946 0.235
C 2.070 -0.644 -0.784
N 1.747 0.037 0.420
H -2.202 1.119 1.038
H -1.977 -1.679 0.008
H -0.499 2.680 0.107
H -3.677 -1.359 -0.176
H 1.383 -1.536 -0.931
H 1.842 0.036 -1.670
H 3.138 -0.787 -0.716
H 2.377 -0.124 1.218
*
```

---

(4)
The following is a DFT calculation (ωB97M-V/def2-TZVPD) of a structure of composition C5H8N.

Its total energy is -6790.5881 eV. Its HOMO energy (alpha / beta) is -14.59 / -14.59 eV. The value obtained for the energy relative to the best compared isomer or geometry (same formula, charge and spin) is 173.0 kcal per mole. The value obtained for the HOMO-LUMO gap (alpha / beta) is 8.906 / 8.905 eV.

The geometry in ORCA input format:
```
! wB97M-V def2-TZVPD RIJCOSX def2/J DEFGRID3
* xyz 1 1
C 0.101 0.290 -0.661
C -0.577 -1.604 -0.748
C -0.854 -0.483 0.098
C 1.340 2.385 -0.822
C -0.808 -0.546 1.555
N 0.616 -0.834 -0.891
H -0.486 -2.598 -0.221
H -1.124 -1.710 -1.710
H 1.740 2.296 0.223
H 0.312 2.604 -0.998
H 2.114 2.157 -1.606
H -0.225 0.312 1.935
H -0.316 -1.643 1.846
H -1.833 -0.628 2.001
*
```

---

(5)
The following is a DFT calculation (ωB97M-V/def2-TZVPD) of the ion C5H8N with charge +1.

As for the SMILES: C[C@H]1[C@]23C[N@@+]12C3. Its total energy is -6793.3112 eV. Its HOMO energy is -17.41 eV. The value obtained for the energy relative to the best compared isomer or geometry (same formula, charge and spin) is 110.2 kcal per mole. The value obtained for the HOMO-LUMO gap is 13.575 eV.

The geometry in ORCA input format:
```
! wB97M-V def2-TZVPD RIJCOSX def2/J DEFGRID3
* xyz 1 1
C -1.651 0.359 0.609
C -0.132 0.392 0.731
C 0.702 -0.687 0.326
C 1.971 0.050 -0.125
N 0.593 0.387 -0.695
C 0.056 -0.985 -0.997
H -2.063 0.605 -0.433
H -2.124 1.099 1.245
H -2.049 -0.612 0.933
H 0.201 1.199 1.445
H 2.381 0.901 0.551
H 2.702 -0.473 -0.688
H 0.586 -1.403 -1.861
H -1.172 -0.833 -1.043
*
```

---

(6)
The following is a DFT calculation (ωB97M-V/def2-TZVPD) of the ion C5H8N with charge +1.

Its total energy is -6792.3834 eV. Its HOMO energy is -14.62 eV. The value obtained for the energy relative to the best compared isomer or geometry (same formula, charge and spin) is 131.6 kcal per mole. The value obtained for the HOMO-LUMO gap is 8.159 eV.

The geometry in ORCA input format:
```
! wB97M-V def2-TZVPD RIJCOSX def2/J DEFGRID3
* xyz 1 1
C 0.395 0.762 2.140
C -1.091 -0.666 -1.505
C 0.784 0.742 -0.240
C 0.326 -0.571 -0.943
C -0.791 -1.097 -0.180
N 0.055 0.799 0.939
H -0.408 0.845 2.760
H 1.466 0.879 2.318
H -1.854 0.031 -1.500
H -1.366 -1.444 -2.229
H 1.794 1.121 -0.108
H 0.397 1.506 -0.922
H 1.219 -1.196 -1.241
H -0.927 -1.712 0.712
*
```

---

(7)
The following is a DFT calculation (ωB97M-V/def2-TZVPD) of a cluster of 2 separate species, C5H8N in total.

Its total energy is -6788.1598 eV. Its HOMO energy (alpha / beta) is -15.71 / -16.05 eV. The value obtained for the energy relative to the best compared isomer or geometry (same formula, charge and spin) is 229.0 kcal per mole. The value obtained for the HOMO-LUMO gap (alpha / beta) is 8.061 / 7.998 eV.

The geometry in ORCA input format:
```
! wB97M-V def2-TZVPD RIJCOSX def2/J DEFGRID3
* xyz 1 1
C -1.955 -0.740 -0.126
C -2.334 -1.883 -0.175
C -1.796 0.732 -0.379
C 1.267 -1.300 1.162
C 0.474 1.470 -0.910
N -0.736 1.262 -0.428
H -2.858 1.048 -0.337
H 1.722 -0.304 1.026
H 1.172 -1.665 2.180
H 1.936 -1.982 0.649
H 1.160 2.143 -0.346
H 1.300 0.707 -0.918
H 0.318 1.715 -1.979
H 0.330 -1.206 0.580
*
```

---

(8)
The following is a DFT calculation (ωB97M-V/def2-TZVPD) of the ion C5H8N with charge +1.

As for the SMILES: C=[N+]1[C@@H]2C[C@@]21C. Its total energy is -6792.8869 eV. Its HOMO energy is -14.85 eV. The value obtained for the energy relative to the best compared isomer or geometry (same formula, charge and spin) is 120.0 kcal per mole. The value obtained for the HOMO-LUMO gap is 10.222 eV.

The geometry in ORCA input format:
```
! wB97M-V def2-TZVPD RIJCOSX def2/J DEFGRID3
* xyz 1 1
C -0.882 1.754 0.947
N -0.261 0.900 0.242
C 1.039 0.490 -0.915
C 0.141 -0.259 -1.699
C 0.083 -0.437 -0.118
C 0.080 -1.581 0.833
H -1.529 1.588 1.744
H -0.815 2.846 0.969
H 1.981 1.020 -0.804
H -0.679 0.189 -2.123
H 0.578 -1.215 -2.181
H -0.985 -1.649 1.045
H 0.593 -1.312 1.654
H 0.656 -2.334 0.404
*
```

---

(9)
The following is a DFT calculation (ωB97M-V/def2-TZVPD) of the ion C5H8N with charge +1.

Its total energy is -6791.4965 eV. Its HOMO energy is -13.92 eV. The value obtained for the energy relative to the best compared isomer or geometry (same formula, charge and spin) is 152.0 kcal per mole. The value obtained for the HOMO-LUMO gap is 8.870 eV.

The geometry in ORCA input format:
```
! wB97M-V def2-TZVPD RIJCOSX def2/J DEFGRID3
* xyz 1 1
C 0.088 0.735 -0.123
C 1.349 0.624 0.088
C -1.288 0.680 -0.462
C -1.322 -0.904 -0.463
C 2.239 -0.506 0.160
N -2.100 -0.033 0.484
H 2.044 1.484 0.065
H -1.970 1.259 -1.112
H -1.853 -1.117 -1.375
H 2.457 -0.428 1.200
H 3.178 -0.218 -0.398
H 1.839 -1.542 -0.061
H -1.604 -0.242 1.339
H -3.057 0.207 0.659
*
```

---

(10)
The following is a DFT calculation (ωB97M-V/def2-TZVPD) of a cluster of 2 separate species, C5H8N in total.

Its total energy is -6793.1511 eV. Its HOMO energy is -15.26 eV. The value obtained for the energy relative to the best compared isomer or geometry (same formula, charge and spin) is 113.9 kcal per mole. The value obtained for the HOMO-LUMO gap is 10.779 eV.

The geometry in ORCA input format:
```
! wB97M-V def2-TZVPD RIJCOSX def2/J DEFGRID3
* xyz 1 1
C 0.939 0.815 0.351
C 1.456 2.021 0.306
C -2.402 0.265 -0.007
C -2.703 -0.849 0.296
C 1.126 -1.378 -0.346
N 0.345 -0.198 0.002
H -2.331 1.294 -0.172
H -2.605 -1.916 0.558
H 1.892 2.634 1.003
H 1.253 2.495 -0.592
H 1.568 -1.142 -1.342
H 1.859 -1.553 0.425
H 0.330 -2.114 -0.592
H -0.726 -0.374 0.110
*
```

---

(11)
The following is a DFT calculation (ωB97M-V/def2-TZVPD) of a structure of composition C5H8N.

Its total energy is -6791.5917 eV. Its HOMO energy (alpha / beta) is -13.03 / -13.03 eV. The value obtained for the energy relative to the best compared isomer or geometry (same formula, charge and spin) is 149.8 kcal per mole. The value obtained for the HOMO-LUMO gap (alpha / beta) is 8.273 / 8.271 eV.

The geometry in ORCA input format:
```
! wB97M-V def2-TZVPD RIJCOSX def2/J DEFGRID3
* xyz 1 1
C -1.830 -1.147 -0.061
C -0.733 -1.651 0.093
C -2.272 0.214 -0.156
C -0.425 0.658 0.130
C 0.332 -0.668 0.561
N 1.589 -0.875 -0.215
H -2.403 0.686 -1.143
H -2.764 0.588 0.775
H -0.221 0.828 -0.875
H -0.446 1.621 0.822
H 0.455 -0.887 1.567
H 2.077 -1.721 -0.064
H 2.354 -0.101 0.042
H 1.325 -0.587 -1.186
*
```

---

(12)
The following is a DFT calculation (ωB97M-V/def2-TZVPD) of the ion C5H8N with charge +1.

As for the SMILES: C[C@H]1[N@@H+]2[C@H]3C[C@@]312. Its total energy is -6791.9596 eV. Its HOMO energy is -15.68 eV. The value obtained for the energy relative to the best compared isomer or geometry (same formula, charge and spin) is 141.3 kcal per mole. The value obtained for the HOMO-LUMO gap is 10.759 eV.

The geometry in ORCA input format:
```
! wB97M-V def2-TZVPD RIJCOSX def2/J DEFGRID3
* xyz 1 1
C 1.545 -1.085 0.730
C 0.425 -0.887 -0.232
N -0.841 -0.375 0.343
C -1.454 0.353 -0.768
C -0.874 1.825 -0.475
C -0.029 0.358 -0.908
H 1.110 -1.704 1.454
H 1.918 -0.052 0.932
H 2.437 -1.662 0.457
H 0.229 -1.721 -0.848
H -0.845 0.139 1.170
H -2.348 -0.064 -1.173
H -0.620 2.549 -1.250
H -0.652 2.326 0.567
*
```

---

(13)
The following is a DFT calculation (ωB97M-V/def2-TZVPD) of the ion C5H8N with charge +1.

As for the SMILES: C=[N+]1[C@@H]2[C@@H](C)[C@@H]21. Its total energy is -6792.9208 eV. Its HOMO energy is -15.37 eV. The value obtained for the energy relative to the best compared isomer or geometry (same formula, charge and spin) is 119.2 kcal per mole. The value obtained for the HOMO-LUMO gap is 10.588 eV.

The geometry in ORCA input format:
```
! wB97M-V def2-TZVPD RIJCOSX def2/J DEFGRID3
* xyz 1 1
C -2.842 -0.130 0.089
N -1.635 0.099 0.073
C -0.517 -0.266 -0.610
C 0.582 -0.099 0.409
C 2.098 -0.126 -0.064
C -0.168 1.065 -0.015
H -3.616 0.525 0.458
H -3.311 -1.017 -0.350
H -0.522 -0.764 -1.473
H 0.514 -0.420 1.474
H 2.108 -0.227 -1.264
H 2.416 -1.146 0.139
H 2.684 0.744 0.366
H -0.065 2.083 -0.294
*
```

---

(14)
The following is a DFT calculation (ωB97M-V/def2-TZVPD) of a cluster of 2 separate species, C5H8N in total.

Its total energy is -6793.0834 eV. Its HOMO energy is -14.51 eV. The value obtained for the energy relative to the best compared isomer or geometry (same formula, charge and spin) is 115.4 kcal per mole. The value obtained for the HOMO-LUMO gap is 10.683 eV.

The geometry in ORCA input format:
```
! wB97M-V def2-TZVPD RIJCOSX def2/J DEFGRID3
* xyz 1 1
C -1.819 1.696 1.293
C -0.966 1.192 0.500
C 1.838 -1.811 0.522
C 2.721 -1.017 0.504
C -0.148 0.619 -0.291
N -0.562 -0.354 -1.365
H -2.154 1.196 2.277
H 1.003 -2.394 0.540
H -2.273 2.751 1.229
H 3.739 -0.543 0.568
H 0.903 0.607 0.063
H -1.215 0.168 -1.969
H -1.105 -1.107 -0.947
H 0.347 -0.695 -1.778
*
```

---

(15)
The following is a DFT calculation (ωB97M-V/def2-TZVPD) of a structure of composition C5H8N.

Its total energy is -6794.2373 eV. Its HOMO energy is -14.76 eV. The value obtained for the energy relative to the best compared isomer or geometry (same formula, charge and spin) is 88.8 kcal per mole. The value obtained for the HOMO-LUMO gap is 10.899 eV.

The geometry in ORCA input format:
```
! wB97M-V def2-TZVPD RIJCOSX def2/J DEFGRID3
* xyz 1 1
C -1.736 -0.458 0.368
C -0.705 -0.368 1.222
C -0.809 -0.221 -0.786
C 0.325 -0.028 0.140
C 1.769 -0.399 0.094
N -0.346 1.147 -0.657
H -2.802 -0.662 0.312
H -0.452 -0.323 2.340
H -0.774 -0.576 -1.906
H 1.943 -0.808 -0.884
H 1.998 -1.075 0.864
H 2.465 0.328 0.442
H 0.059 1.545 -1.407
H -0.934 1.898 -0.144
*
```

---

(16)
The following is a DFT calculation (ωB97M-V/def2-TZVPD) of the ion C5H8N with charge +1.

As for the SMILES: C=C1CC(C)=[NH+]1. Its total energy is -6795.9709 eV. Its HOMO energy is -14.85 eV. The value obtained for the energy relative to the best compared isomer or geometry (same formula, charge and spin) is 48.8 kcal per mole. The value obtained for the HOMO-LUMO gap is 10.228 eV.

The geometry in ORCA input format:
```
! wB97M-V def2-TZVPD RIJCOSX def2/J DEFGRID3
* xyz 1 1
C -2.148 1.495 -0.151
C -1.047 0.769 -0.082
C 0.430 0.820 -0.391
C 0.513 -0.595 0.039
C 1.696 -1.428 0.258
N -0.753 -0.634 0.349
H -2.938 0.839 0.219
H -2.162 2.493 -0.558
H 0.992 1.420 0.264
H 0.870 1.065 -1.448
H 1.942 -1.761 -0.720
H 1.451 -2.196 0.958
H 2.526 -0.870 0.618
H -1.372 -1.417 0.644
*
```

---

(17)
The following is a DFT calculation (ωB97M-V/def2-TZVPD) of the ion C5H8N with charge +1.

Its total energy is -6792.4904 eV. Its HOMO energy (alpha / beta) is -12.34 / -16.98 eV. The value obtained for the energy relative to the best compared isomer or geometry (same formula, charge and spin) is 48.1 kcal per mole. The value obtained for the HOMO-LUMO gap (alpha / beta) is 7.738 / 7.760 eV.

The geometry in ORCA input format:
```
! wB97M-V def2-TZVPD RIJCOSX def2/J DEFGRID3
* xyz 1 3
C -0.888 1.531 -1.297
C 0.423 0.950 -0.691
C -1.572 -0.205 -0.046
C -0.024 -0.141 0.064
C 0.851 -1.001 0.862
N -1.914 0.904 -0.947
H -0.973 2.380 -2.030
H 1.129 0.763 -1.580
H 0.975 1.632 -0.142
H -1.835 -1.136 -0.420
H -2.002 -0.134 0.877
H 1.803 -1.008 0.318
H 0.309 -1.937 1.195
H 0.947 -0.495 1.907
*
```